Model a:
This record from OMol25 describes an isolated molecule of C20H23N3O3. The level of theory is ωB97M-V/def2-TZVPD.

Values from the calculation:
HOMO, Ha: -0.2879
Multiplicity: 1
Kohn-Sham gap, eV: 8.6

Positions of all 49 atoms, in Å:
C 0.869 1.490 -1.486
C -0.533 0.066 2.831
H -3.661 -1.718 -1.720
C -0.386 -1.439 4.829
H -0.970 -1.257 0.441
H -0.461 0.709 4.865
H -1.449 -1.451 5.063
N -0.224 0.840 -3.546
C 0.393 0.381 0.576
H -0.021 -2.066 6.934
C 1.054 1.379 -0.126
C -1.688 -1.303 -2.027
H -0.808 -0.900 -6.383
H -3.048 -0.421 -0.747
H 1.418 2.252 -2.015
H -0.123 -1.191 -4.021
C 2.336 -1.055 4.645
C -0.822 1.265 -6.331
H -1.559 1.397 -7.125
H -0.201 -2.208 4.071
H 0.172 1.333 -6.781
H 1.024 -0.156 -4.896
H -1.996 2.328 -4.879
C 0.459 -1.722 6.032
C -0.987 -0.097 -5.667
H 2.437 -1.717 6.768
H -2.003 -0.203 -5.283
O -1.685 0.014 2.484
C 0.016 0.636 -2.203
N 0.542 0.254 1.982
O 2.822 0.510 2.102
H -0.813 3.342 -5.719
C 0.006 2.144 -4.128
C 1.766 -1.535 5.944
C -0.980 2.357 -5.279
C -0.451 -0.482 -0.103
C -0.001 -0.065 4.244
C 1.509 0.136 4.120
O -1.488 -2.185 -2.835
H 1.833 1.036 4.651
H 3.379 -0.761 4.740
H -0.163 2.911 -3.370
H 2.286 -1.867 3.911
N -2.909 -1.092 -1.483
H 1.036 2.242 -4.510
H 1.724 2.050 0.387
C -0.659 -0.363 -1.470
C 1.761 0.334 2.637
C -0.006 -0.226 -4.507


Model b:
This record from OMol25 describes an isolated molecule of C20H23N3O3. The level of theory is ωB97M-V/def2-TZVPD.

Values from the calculation:
HOMO, Ha: -0.3336
Multiplicity: 1
Kohn-Sham gap, eV: 9.5

Positions of all 49 atoms, in Å:
H -1.529 0.337 2.695
H 2.183 -6.195 -1.422
C 3.855 1.094 -1.688
C 1.830 -4.121 -1.825
N -4.294 0.501 -1.235
H -1.452 -0.275 -2.557
C 1.379 -0.384 -0.064
C 1.856 -0.373 -1.524
N -0.065 -0.307 0.035
O 5.032 1.274 -1.457
H 4.423 -5.786 -0.437
C 2.576 -5.189 -1.359
C -2.213 0.781 -0.103
H -1.325 2.017 2.213
H 2.446 1.933 -3.069
H 0.848 -4.293 -2.251
H -0.607 -1.130 0.230
C 2.927 2.227 -2.129
O 3.656 3.410 -2.340
C -2.849 0.970 1.120
C 3.576 -2.590 -1.204
C -2.065 1.233 2.376
H 0.440 -1.872 -2.159
H 1.357 0.457 -2.018
N 3.293 -0.157 -1.593
H -3.020 0.056 -3.325
H -1.910 1.380 -2.933
H 1.811 0.475 0.453
H -5.986 0.617 -0.082
H 2.130 2.355 -1.391
C -0.716 0.860 -0.197
C 3.831 -4.960 -0.807
H 3.327 4.091 -1.750
C -2.297 0.416 -2.598
C -4.903 0.672 -0.065
H -4.793 1.054 2.041
H 5.296 -3.486 -0.294
H 4.435 -1.011 -0.042
H 5.103 -1.155 -1.644
H 1.712 -1.291 0.442
H 1.695 -1.504 -3.331
C 4.167 -1.208 -1.088
C -4.236 0.911 1.124
O -0.124 1.894 -0.462
C -2.963 0.562 -1.259
C 2.320 -2.819 -1.757
C 1.507 -1.658 -2.265
C 4.319 -3.668 -0.729
H -2.723 1.538 3.187


So which one is most stable? That would be model a, about 5.4 kcal/mol below the next structure.


Model a:
This record from OMol25 describes a 11-piece molecular cluster, H22O11 overall. The level of theory is ωB97M-V/def2-TZVPD.

Values from the calculation:
HOMO, Ha: -0.3753
Multiplicity: 1
Kohn-Sham gap, eV: 9.9

Positions of all 33 atoms, in Å:
H 29.873 0.572 -12.041
H 29.821 -1.409 -12.758
O 26.994 -3.213 -12.353
H 24.976 -1.101 -10.636
O 27.030 -1.151 -9.955
H 28.343 -3.800 -8.275
O 26.432 1.500 -10.311
H 26.360 -2.648 -11.886
H 27.865 -2.802 -12.169
H 27.843 -0.660 -10.153
O 29.359 -1.911 -12.078
H 26.612 0.844 -9.626
H 27.326 -2.058 -9.793
H 30.156 -1.389 -8.904
H 23.803 -2.007 -11.031
H 25.988 -4.990 -8.614
H 28.823 -1.779 -7.296
O 28.633 -1.040 -6.690
O 26.210 -4.054 -8.541
H 31.417 -1.896 -8.212
H 26.734 2.334 -9.937
H 30.044 -2.462 -11.678
O 29.233 1.157 -11.629
H 29.553 -3.687 -9.209
O 25.676 -0.519 -7.029
O 28.934 -3.154 -8.696
O 24.504 -1.462 -11.404
H 25.388 -3.631 -8.273
H 29.222 -1.189 -5.944
O 31.114 -1.276 -8.883
H 25.346 -1.210 -7.605
H 26.640 -0.570 -7.119
H 28.593 1.356 -12.324


Model b:
This record from OMol25 describes a 11-piece molecular cluster, H22O11 overall. The level of theory is ωB97M-V/def2-TZVPD.

Values from the calculation:
HOMO, Ha: -0.3938
Multiplicity: 1
Kohn-Sham gap, eV: 10.8

Positions of all 33 atoms, in Å:
H -0.704 -2.383 4.301
H -4.695 2.923 1.053
H 1.473 0.777 -0.253
H -3.432 -0.601 -1.776
H 2.243 0.998 2.687
H 3.314 3.433 -1.198
H 3.815 -0.263 -0.825
H -2.411 -1.734 -1.418
O -2.271 1.554 -1.251
H 3.164 1.116 -0.793
O 2.847 1.448 2.091
H -0.410 -1.632 -3.273
H -0.061 -4.651 -0.251
O 0.806 0.158 -0.584
O -4.464 1.983 0.979
O 0.885 -4.600 -0.445
H -1.585 -1.950 -4.176
O 0.049 1.780 3.322
H 3.656 0.950 1.987
H -0.902 -1.146 3.559
O 3.019 2.692 -1.729
H -3.978 2.153 0.148
H 2.657 3.024 -2.554
H 0.499 1.892 2.483
H -0.701 2.267 2.941
H -1.712 1.173 -0.556
O -0.939 -2.367 -3.601
O -2.769 -1.204 -2.126
O -0.866 -2.099 3.391
H -1.837 1.112 -1.991
H 0.969 -0.495 0.111
O 3.601 0.459 -0.226
H 1.210 -5.018 0.364


So which one is most stable? That would be model a, about 21.9 kcal/mol below the next structure.


Model a:
This record from OMol25 describes C2H2F3NO as an isolated structure. The level of theory is ωB97M-V/def2-TZVPD.

Values from the calculation:
HOMO, Ha: -0.4031
Multiplicity: 1
Kohn-Sham gap, eV: 10.9

Positions of all 9 atoms, in Å:
N 0.832 -0.927 0.009
C -1.255 0.262 -0.303
O -1.897 -0.592 0.169
F 0.930 1.064 -0.989
C 0.264 0.248 -0.208
H 0.713 -1.341 0.935
F 2.279 -1.079 -0.081
H -1.772 1.190 -0.798
F -0.094 1.177 1.267


Model b:
This record from OMol25 describes an isolated molecule of C2H2F3NO. The level of theory is ωB97M-V/def2-TZVPD.

Values from the calculation:
HOMO, Ha: -0.3671
Multiplicity: 1
Kohn-Sham gap, eV: 11.0

Positions of all 9 atoms, in Å:
H -1.085 -1.078 0.543
C -0.115 -1.272 0.443
F -0.052 1.277 -1.625
H 0.082 -2.030 1.086
F -1.082 1.264 0.298
N 0.867 -0.326 0.217
F 0.833 2.160 0.155
C 0.071 1.228 -0.325
O 0.481 -1.222 -0.793


So which one is most stable? That would be model b, about 5.4 kcal/mol below the next structure.


Model a:
This record from OMol25 describes C3H5NOSe as an isolated structure. The level of theory is ωB97M-V/def2-TZVPD.

Values from the calculation:
HOMO (alpha / beta), Ha: -0.2842 / -0.2841
Multiplicity: 1
Kohn-Sham gap (alpha / beta), eV: 7.5 / 7.5

Positions of all 11 atoms, in Å:
C 1.008 0.067 -0.821
N 0.055 1.114 -0.934
H 1.427 -1.272 0.925
H -1.793 -2.878 1.215
H -0.327 1.367 -1.857
Se -0.002 0.651 1.630
O 1.689 -0.211 -1.737
C -0.559 1.710 0.170
H -1.098 2.580 0.067
C 0.753 -0.502 0.506
H -1.153 -2.627 0.836


Model b:
This record from OMol25 describes an isolated molecule of C3H5NOSe. The level of theory is ωB97M-V/def2-TZVPD.

Values from the calculation:
HOMO, Ha: -0.3178
Multiplicity: 1
Kohn-Sham gap, eV: 9.3

Positions of all 11 atoms, in Å:
C -0.325 -1.571 0.119
H -0.290 -1.778 1.169
Se -1.773 -0.350 -0.102
O 2.159 -1.372 -0.208
H -0.578 1.930 0.524
C -0.395 1.153 -0.251
N 0.836 0.508 -0.008
C 1.079 -0.823 -0.152
H -0.489 1.336 -1.383
H -0.512 -2.338 -0.584
H 1.673 1.175 0.077


So which one is most stable? That would be model b, about 55.8 kcal/mol below the next structure.